Entry 1:
Formula: CH3Cl2NO2S
Source: the Open Molecules 2025 dataset
Level of theory: ωB97M-V/def2-TZVPD

CARTESIAN COORDINATES (ANGSTROEM)
Cl1 2.791 2.595 -0.155
Cl2 0.491 0.014 -1.391
S1 -2.069 0.503 -0.641
O1 -2.369 -0.885 -0.423
O2 -1.719 1.249 0.587
N1 -0.123 -1.941 0.396
C1 0.576 -1.013 0.098
H1 -1.078 -2.056 -0.176
H2 2.231 2.148 0.872
H3 1.269 -0.615 0.831

Summary:
HOMO-LUMO gap	9.53	eV
largest force on an atom	0.10256	hartree/bohr
LUMO level	-1.175	eV
energy relative to the best compared isomer or geometry (same formula, charge and spin)	21.1	kcal/mol

Entry 2:
Formula: C2H3HgLiO2
Source: the Open Molecules 2025 dataset
Level of theory: ωB97M-V/def2-TZVPD

CARTESIAN COORDINATES (ANGSTROEM)
Hg1 2.968 0.920 -0.094
O1 -1.155 0.373 0.145
O2 2.141 -0.979 0.085
C1 -0.001 0.228 -0.136
C2 0.820 -1.096 -0.027
Li1 -2.759 1.255 -0.541
H1 0.446 -1.631 -0.939
H2 -2.749 2.517 0.678
H3 0.289 -1.586 0.830

Summary:
multiplicity	3
HOMO-LUMO gap (spin up / spin down)	6.50 / 3.69	eV
largest force on an atom	0.05638	hartree/bohr
LUMO level (spin up / spin down)	-0.157 / -2.962	eV
energy relative to the best compared isomer or geometry (same formula, charge and spin)	0.0	kcal/mol
<S²>	2.009

Entry 3:
Formula: C5H12N2O
Source: the Open Molecules 2025 dataset
Level of theory: ωB97M-V/def2-TZVPD

CARTESIAN COORDINATES (ANGSTROEM)
O1 -2.492 -1.031 0.915
N1 -0.548 -0.113 -0.849
N2 0.350 -0.354 -3.087
C1 1.342 1.328 1.708
C2 0.160 -0.974 -1.809
C3 -0.229 -0.337 0.561
C4 -0.083 1.008 1.322
C5 -1.349 -1.047 1.283
H1 -1.042 -1.525 2.241
H2 -0.395 -1.910 -1.966
H3 0.707 -0.894 0.601
H4 1.128 -1.227 -1.374
H5 -0.487 1.767 0.642
H6 -1.546 -0.196 -1.002
H7 1.468 2.358 2.031
H8 -0.467 -0.324 -3.683
H9 -0.839 1.100 2.109
H10 1.686 0.625 2.475
H11 0.651 0.606 -2.964
H12 1.986 1.140 0.847

Summary:
HOMO-LUMO gap	9.88	eV
largest force on an atom	0.02337	hartree/bohr
structure (SMILES)	CC[C@@H](C=O)NCN
LUMO level	1.022	eV
energy relative to the best compared isomer or geometry (same formula, charge and spin)	43.5	kcal/mol

Entry 4:
Formula: C5H10ClN4
Source: the Open Molecules 2025 dataset
Level of theory: ωB97M-V/def2-TZVPD

CARTESIAN COORDINATES (ANGSTROEM)
Cl1 -2.491 1.090 -1.219
N1 1.050 0.506 -1.038
N2 1.715 -0.694 0.876
N3 -0.178 0.744 0.994
N4 2.119 1.319 -0.707
C1 -1.735 -1.193 -0.328
C2 0.470 -0.272 0.102
C3 -1.447 0.721 1.067
C4 -2.405 -0.011 0.160
C5 -0.387 -1.382 -0.384
H1 2.885 1.259 -1.353
H2 1.464 -0.529 1.880
H3 0.042 -2.320 -0.812
H4 0.246 0.659 -1.768
H5 1.948 2.260 -0.474
H6 1.967 -1.688 0.948
H7 -3.458 -0.050 0.675
H8 2.389 0.052 0.579
H9 -1.884 1.466 1.666
H10 -2.309 -1.937 -0.865

Summary:
net charge	+1
HOMO-LUMO gap	9.85	eV
largest force on an atom	0.06816	hartree/bohr
structure (SMILES)	NN[C@]1([NH3+])C=C[C@H](Cl)C=N1
LUMO level	-3.538	eV
energy relative to the best compared isomer or geometry (same formula, charge and spin)	70.1	kcal/mol

Entry 5:
Formula: CH5F3N3
Source: the Open Molecules 2025 dataset
Level of theory: ωB97M-V/def2-TZVPD

CARTESIAN COORDINATES (ANGSTROEM)
F1 1.458 -2.704 1.683
F2 1.352 -0.958 -0.929
F3 -0.095 2.643 -0.905
N1 1.234 -1.458 1.609
N2 0.356 -0.052 -1.143
N3 -0.840 -1.215 0.615
C1 -0.551 -0.053 -0.069
H1 -0.837 3.179 -1.202
H2 -1.600 0.319 -0.321
H3 -1.306 -1.319 1.498
H4 0.765 0.898 -1.417
H5 0.062 0.721 0.582

Summary:
net charge	+1
HOMO-LUMO gap (spin up / spin down)	8.00 / 6.62	eV
largest force on an atom	0.09337	hartree/bohr
LUMO level (spin up / spin down)	-6.716 / -8.157	eV
energy relative to the best compared isomer or geometry (same formula, charge and spin)	118.8	kcal/mol

Entry 6:
Formula: H21O11
Source: the Open Molecules 2025 dataset
Level of theory: ωB97M-V/def2-TZVPD

CARTESIAN COORDINATES (ANGSTROEM)
O1 14.822 8.342 -23.536
O2 11.624 7.711 -23.501
O3 14.037 7.611 -20.697
O4 11.093 9.196 -20.245
O5 13.386 9.859 -25.499
O6 12.850 9.743 -22.151
O7 15.212 10.548 -20.674
O8 10.246 10.474 -23.044
O9 12.247 11.478 -19.532
O10 13.207 12.356 -23.306
O11 14.381 13.261 -20.988
H1 13.293 11.522 -22.868
H2 12.417 12.165 -23.813
H3 10.010 10.891 -22.207
H4 11.629 9.353 -21.046
H5 12.085 8.510 -23.215
H6 13.918 12.897 -21.705
H7 11.763 8.789 -19.687
H8 12.757 10.365 -21.375
H9 11.708 7.023 -22.812
H10 15.510 8.988 -23.384
H11 14.000 8.537 -23.008
H12 14.137 9.923 -26.076
H13 14.737 14.107 -21.242
H14 12.171 12.212 -20.195
H15 13.221 7.171 -20.359
H16 13.658 8.386 -21.091
H17 11.059 10.042 -22.880
H18 14.504 10.123 -21.118
H19 13.798 9.519 -24.650
H20 11.437 11.013 -19.429
H21 15.029 11.477 -20.612

Summary:
net charge	-1
HOMO-LUMO gap	10.01	eV
largest force on an atom	0.05443	hartree/bohr
LUMO level	3.069	eV
energy relative to the best compared isomer or geometry (same formula, charge and spin)	32.2	kcal/mol

no.,E_tot (Ha)
1,-1563.65855
2,-389.23533
3,-382.43323
4,-875.41021
5,-504.28551
6,-840.29301